(1)
This record from the Open Molecules 2025 dataset describes a 2-piece molecular cluster, C4H12OS2 overall. The level of theory is ωB97M-V/def2-TZVPD.

Computed properties:
HOMO-LUMO gap   9.465 eV
Net charge   0
Relative energy (zero: lowest compared OMol25 entry of this formula, charge and spin)   90.77 kJ/mol
HOMO energy   -8.85 eV
SMILES string   CCSSCC.O
LUMO level   0.023 Ha
Multiplicity   1

Each atom is followed by the atoms it is bonded to, with distances in Å.
Element x y z (Å)
1 C -2.646 -1.279 0.294  C2 1.536, H7 1.095, H8 1.092, H9 1.099
2 C -1.335 -0.618 0.746  C1 1.536, S3 1.792, H10 1.092, H11 1.097
3 S 0.155 -1.506 0.300  C2 1.792, S4 2.023
4 S 0.821 -0.666 -1.416  S3 2.023, C5 1.850
5 C 2.250 0.379 -0.880  S4 1.850, C6 1.502, H12 1.084, H13 1.085
6 C 2.072 1.104 0.422  C5 1.502, H14 1.090, H15 1.088, H16 1.106
7 H -2.729 -2.350 0.508  C1 1.095
8 H -3.267 -0.913 -0.526  C1 1.092
9 H -3.324 -1.006 1.115  C1 1.099
10 H -1.389 -0.344 1.802  C2 1.092
11 H -1.429 0.381 0.300  C2 1.097
12 H 3.058 -0.342 -0.826  C5 1.084
13 H 2.426 1.070 -1.698  C5 1.085
14 H 2.165 0.458 1.295  C6 1.090
15 H 1.224 1.774 0.545  C6 1.088
16 H 2.984 1.703 0.604  C6 1.106
17 O -1.528 3.427 1.101  H18 0.963, H19 0.962
18 H -1.915 2.720 1.629  O17 0.963
19 H -0.660 3.127 0.817  O17 0.962

(2)
This record from the Open Molecules 2025 dataset describes one molecule with the formula C21H34N2O3S. The level of theory is ωB97M-V/def2-TZVPD.

Computed properties:
HOMO-LUMO gap   8.988 eV
Net charge   0
Relative energy (zero: lowest compared OMol25 entry of this formula, charge and spin)   61.89 kJ/mol
HOMO energy   -8.33 eV
SMILES string   CCOC(=O)C1(C[C@H]2CCCCO2)CCN(Cc2nc(C(C)C)cs2)CC1
LUMO level   0.024 Ha
Multiplicity   1

Each atom is followed by the atoms it is bonded to, with distances in Å.
Element x y z (Å)
1 C -0.021 1.348 -5.435  C2 1.522, H28 1.088, H29 1.086, H30 1.087
2 C -1.040 1.426 -4.307  C1 1.522, O3 1.429, H31 1.093, H32 1.094
3 O -0.612 0.612 -3.213  C2 1.429, C4 1.332
4 C -0.063 1.223 -2.164  O3 1.332, O5 1.205, C6 1.526
5 O -0.022 2.418 -2.022  C4 1.205
6 C 0.561 0.214 -1.204  C4 1.526, C7 1.544, C14 1.533, C27 1.536
7 C 1.816 -0.329 -1.921  C6 1.544, C8 1.546, H33 1.092, H34 1.092
8 C 2.805 0.767 -2.380  C7 1.546, C9 1.536, O13 1.420, H35 1.095
9 C 4.147 0.703 -1.635  C8 1.536, C10 1.527, H36 1.090, H37 1.092
10 C 4.988 -0.479 -2.112  C9 1.527, C11 1.526, H38 1.093, H39 1.092
11 C 5.148 -0.385 -3.626  C10 1.526, C12 1.527, H40 1.091, H41 1.092
12 C 3.762 -0.329 -4.265  C11 1.527, O13 1.411, H42 1.093, H43 1.101
13 O 2.997 0.755 -3.786  C8 1.420, C12 1.411
14 C 0.918 0.890 0.125  C6 1.533, C15 1.535, H44 1.090, H45 1.093
15 C -0.352 1.287 0.890  C14 1.535, N16 1.447, H46 1.092, H47 1.093
16 N -1.253 0.182 1.133  C15 1.447, C17 1.456, C26 1.448
17 C -0.832 -0.735 2.183  N16 1.456, C18 1.492, H48 1.092, H49 1.100
18 C -2.022 -1.198 2.955  C17 1.492, N19 1.280, S25 1.756
19 N -2.393 -0.706 4.077  C18 1.280, C20 1.360
20 C -3.527 -1.280 4.562  N19 1.360, C21 1.498, C24 1.360
21 C -4.092 -0.810 5.868  C20 1.498, C22 1.529, C23 1.529, H50 1.095
22 C -3.065 -1.030 6.979  C21 1.529, H51 1.087, H52 1.087, H53 1.088
23 C -4.460 0.670 5.758  C21 1.529, H54 1.088, H55 1.087, H56 1.088
24 C -4.036 -2.263 3.772  C20 1.360, S25 1.721, H57 1.071
25 S -3.069 -2.479 2.365  C18 1.756, C24 1.721
26 C -1.617 -0.462 -0.112  N16 1.448, C27 1.535, H58 1.092, H59 1.094
27 C -0.410 -0.943 -0.930  C6 1.536, C26 1.535, H60 1.090, H61 1.093
28 H 0.962 1.634 -5.067  C1 1.088
29 H -0.313 2.017 -6.240  C1 1.086
30 H 0.037 0.333 -5.820  C1 1.087
31 H -2.011 1.033 -4.619  C2 1.093
32 H -1.152 2.456 -3.955  C2 1.094
33 H 1.476 -0.877 -2.802  C7 1.092
34 H 2.314 -1.036 -1.254  C7 1.092
35 H 2.359 1.751 -2.202  C8 1.095
36 H 3.960 0.643 -0.562  C9 1.090
37 H 4.695 1.626 -1.835  C9 1.092
38 H 4.498 -1.421 -1.857  C10 1.093
39 H 5.963 -0.464 -1.622  C10 1.092
40 H 5.696 -1.243 -4.017  C11 1.091
41 H 5.697 0.524 -3.880  C11 1.092
42 H 3.833 -0.172 -5.344  C12 1.093
43 H 3.241 -1.282 -4.086  C12 1.101
44 H 1.512 1.785 -0.058  C14 1.090
45 H 1.509 0.197 0.728  C14 1.093
46 H -0.088 1.741 1.847  C15 1.092
47 H -0.898 2.032 0.304  C15 1.093
48 H -0.187 -0.199 2.882  C17 1.092
49 H -0.286 -1.610 1.800  C17 1.100
50 H -4.993 -1.394 6.085  C21 1.095
51 H -2.154 -0.485 6.746  C22 1.087
52 H -3.456 -0.676 7.930  C22 1.087
53 H -2.823 -2.086 7.073  C22 1.088
54 H -5.213 0.820 4.987  C23 1.088
55 H -3.578 1.247 5.496  C23 1.087
56 H -4.854 1.033 6.704  C23 1.088
57 H -4.909 -2.863 3.926  C24 1.071
58 H -2.277 -1.304 0.106  C26 1.092
59 H -2.183 0.267 -0.700  C26 1.094
60 H -0.758 -1.371 -1.869  C27 1.090
61 H 0.121 -1.724 -0.379  C27 1.093